The following is a quantum chemistry calculation of a 2-piece molecular cluster, C5H11NO overall, from OMol25.

ORCA input file:
```
! wB97M-V def2-TZVPD RIJCOSX def2/J DEFGRID3
* xyz 1 2
C 2.26589 0.02968 -0.48145
N -0.49910 0.02248 -0.78381
C 0.06667 -0.65465 0.24799
C 1.45101 -0.73329 0.51531
C -2.11494 -1.60711 0.67668
C -0.83029 -1.38640 1.16962
H 3.32557 -0.02221 -0.18770
H 1.91196 1.04830 -0.50313
H 2.27251 -0.53340 -1.42502
H -1.29614 -0.25268 -1.32852
H -0.10060 0.88958 -1.11868
H 1.81056 -1.49305 1.20662
H -2.08498 -1.93158 -0.36047
H -3.13265 -1.40303 0.99081
H -0.52205 -1.69981 2.16383
H -1.13008 3.96682 -0.24877
H -0.90457 2.48224 -0.09068
O -0.48877 3.27809 -0.44263
*
```

- orbital gap (alpha / beta) (eV) = 8.5671 / 7.0360
- E_LUMO (alpha / beta) (eV) = -5.31 / -7.00
- HOMO level (alpha / beta) (eV) = -13.88 / -14.04



The following is a quantum chemistry calculation of a 2-piece molecular cluster, C5H11NO2 overall, from OMol25.

ORCA input file:
```
! wB97M-V def2-TZVPD RIJCOSX def2/J DEFGRID3
* xyz 0 1
C 1.30589 0.64338 0.23307
C 2.72259 0.42710 0.73767
O 0.96017 -0.20297 -0.84403
H 1.20210 -1.10559 -0.60187
H 1.16644 1.66246 -0.13236
H 0.58275 0.38213 1.07115
H 3.43588 0.54807 -0.07548
H 2.83537 -0.57667 1.14710
H 2.94712 1.14960 1.51794
C -1.97059 0.90618 -1.05412
C -1.55100 0.03874 0.09534
C -1.48273 -1.47300 -0.24446
N -1.39512 -2.36422 0.63435
O -1.63760 0.36293 1.26080
H -1.39840 -1.96928 1.58316
H -1.51577 -1.76234 -1.28954
H -1.19532 0.87601 -1.81699
H -2.88909 0.52682 -1.49871
H -2.12269 1.93066 -0.72305
*
```

- orbital gap (eV) = 10.0243
- SMILES string = [H]/N=C\C(C)=O.CCO
- E_LUMO (eV) = 0.34
- HOMO level (eV) = -9.69



The following is a quantum chemistry calculation of C5H11NO2 as an isolated structure, from OMol25.

ORCA input file:
```
! wB97M-V def2-TZVPD RIJCOSX def2/J DEFGRID3
* xyz 0 1
C 1.86303 -1.66285 1.35195
C 1.53518 -0.49841 0.52412
C 1.76875 0.46611 -0.23127
H -0.17025 -0.29617 0.53414
H 1.62980 -1.46773 2.40156
H 1.27115 -2.52952 1.04791
H 2.92179 -1.92703 1.27802
H 2.52055 0.92794 -0.84150
H 0.53582 1.08645 -0.64219
C -1.20020 0.23533 0.24729
N -1.19034 0.84537 -2.12218
C -0.83857 1.19921 -0.79385
O -2.00132 -0.84281 -0.15747
O -1.70499 0.88227 1.39271
H -1.28122 0.50207 2.17056
H -2.84742 -0.48492 -0.46125
H -0.96935 -0.12188 -2.32661
H -0.77797 1.45258 -2.81787
H -1.06444 2.23401 -0.55405
*
```

- orbital gap (eV) = 8.4719
- E_LUMO (eV) = 0.80
- HOMO level (eV) = -7.67



no.,molar mass (g mol⁻¹),DFT total energy (Ha)
1,101.1,-326.72526
2,117.1,-402.30447
3,117.1,-402.19112